# 1
The following is a quantum chemistry calculation of a structure of composition C5H11N, from OMol25.

Each line ends with the Mulliken charge.
Geometry (Å):
N  0.46970  1.61929  -1.49450  -0.47
C  -0.36290  1.58281  -0.33310  -0.29
C  -1.35416  -0.74787  0.43703  0.08
C  -1.08728  -2.04832  1.26476  -0.76
C  1.69556  0.29242  -0.99819  -0.65
C  -0.30858  0.23231  0.45895  -0.39
H  0.61649  0.00863  1.02827  0.07
H  -0.08936  2.28368  0.48752  0.23
H  -2.29631  -0.68140  -0.33312  0.22
H  2.49019  0.56356  -1.75863  0.30
H  -1.41877  1.77944  -0.80233  0.24
H  -0.92366  -3.16720  0.49310  0.22
H  1.14025  3.02330  -1.39244  0.25
H  1.01454  -1.08242  -1.28858  0.24
H  2.52295  0.23654  0.27602  0.22
H  -2.12524  -2.18680  1.91697  0.26
H  0.01657  -1.70797  2.03829  0.22

- HOMO-LUMO gap: 8.8 eV
- Total charge: 0

=====

# 2
The following is a quantum chemistry calculation of the molecule C5H11N, from OMol25.

Each line ends with the Mulliken charge.
Geometry (Å):
N  -0.17292  0.83237  0.05654  0.18
C  0.82060  -1.16775  1.29679  -0.99
C  0.28991  2.06384  0.33278  -0.59
C  -0.60314  0.50037  -1.16946  -0.16
C  -0.42330  -0.81813  -1.85605  -1.06
C  -0.26247  -0.09933  1.20525  -0.62
H  -0.92986  -0.75272  -2.82535  0.32
H  1.81990  -0.72407  1.32337  0.29
H  -1.25513  -0.55638  1.17909  0.32
H  0.51542  2.69783  -0.51604  0.27
H  0.67245  -1.72297  2.23127  0.34
H  -0.19934  0.53416  2.09419  0.32
H  -0.79474  1.36619  -1.79351  0.38
H  0.08506  2.49523  1.30443  0.18
H  0.77211  -1.88554  0.47368  0.29
H  -0.84854  -1.68226  -1.33123  0.28
H  0.63351  -1.04693  -2.07410  0.25

- HOMO-LUMO gap (spin up / spin down): 7.4 / 7.4 eV
- Total charge: 0

=====

# 3
The following is a quantum chemistry calculation of the molecule C5H11N, from OMol25.

Each line ends with the Mulliken charge.
Geometry (Å):
N  0.77755  0.33426  0.14602  0.20
C  0.66057  0.89322  1.39386  -0.78
C  1.95381  -0.25788  -0.45576  -0.94
C  -0.51189  -0.00330  -0.05544  0.65
C  -0.87268  -1.42130  -0.41208  -1.33
C  -1.59933  1.02193  -0.23307  -1.26
H  0.29601  0.29168  2.21862  0.24
H  -1.79407  -1.73657  0.09065  0.35
H  -1.18235  2.03066  -0.18705  0.33
H  -2.37027  0.94385  0.54346  0.30
H  -1.05732  -1.50684  -1.49318  0.32
H  -2.11316  0.88177  -1.19958  0.36
H  2.82188  0.33623  -0.15541  0.32
H  1.86878  -0.26154  -1.54718  0.28
H  2.10801  -1.28760  -0.10481  0.33
H  -0.08212  -2.13024  -0.14892  0.33
H  1.09656  1.87167  1.59989  0.31

- HOMO-LUMO gap: 8.0 eV
- Total charge: 0

=====

# 4
The following is a quantum chemistry calculation of the molecule C5H11N, from OMol25.

Each line ends with the Mulliken charge.
Geometry (Å):
N  0.58622  0.82710  2.37376  -0.71
C  -0.99984  -0.42620  -0.41011  -0.80
C  -0.51869  -0.97312  -1.77768  0.08
C  0.88841  0.89624  0.97550  -0.33
C  -0.40984  0.97936  0.18292  -0.46
C  0.59708  -1.73304  -1.90930  -0.75
H  1.57598  1.78698  0.88551  0.26
H  -0.41377  1.85206  -0.54687  0.29
H  -2.05872  -0.21886  -0.28373  0.36
H  0.91823  -2.28136  -0.94873  0.16
H  -0.97157  -0.45354  -2.76438  0.20
H  -0.00500  0.04076  2.73656  0.26
H  -0.08610  1.64300  2.47354  0.27
H  -0.60571  -1.20534  0.25938  0.28
H  1.44445  -0.02565  0.56960  0.26
H  1.26069  -1.90222  -2.70674  0.32
H  -1.20182  1.19382  0.89075  0.31

- HOMO-LUMO gap: 10.3 eV
- Total charge: 0
- SMILES string: C=CCCCN

=====

Short version: relative energy (zero: lowest compared OMol25 entry of this formula, charge and spin) = 276.5 60.3 75.7 54.2 kcal per mole, in the order given.
Short version: E_tot = -251.42191 -251.76645 -251.74188 -251.77624 Ha, in the order given.